The following is a quantum chemistry calculation of a 2-piece molecular cluster, C10H16O overall in a non-equilibrium geometry, from OMol25.

Last column: Löwdin charge in e.
Geometry (Å):
C 0.2395 -1.6120 -1.4894  -0.3447
C 1.4656 -0.8038 -1.8225  -0.1236
C -0.3633 -2.4713 -2.5707  -0.1372
H 0.5293 -2.3486 -0.6955  0.1113
H -0.5221 -0.8390 -1.1166  0.1042
H 2.1477 -0.8139 -0.9439  0.0704
H -1.2615 -2.9705 -2.2292  0.0609
H -0.6345 -1.9500 -3.4507  0.0519
H 1.1215 0.1861 -2.1412  0.0739
H 1.9784 -1.2803 -2.6799  0.0751
H 0.2955 -3.3474 -2.8466  0.0916
C -2.3949 1.7575 -0.4561  -0.0862
C 1.1171 1.3799 0.9049  -0.0203
C 0.9392 0.0825 1.3182  -0.3592
C -0.0405 1.9846 0.3643  -0.0307
C -1.2886 1.3782 0.4081  -0.3605
C -0.3899 -0.4340 1.5836  -0.0169
C -1.5075 0.2977 1.2702  -0.0519
O 2.0954 -0.4559 1.7852  0.0017
H 2.1774 1.6319 0.8859  0.1277
H -0.0206 3.0167 -0.0403  0.1226
H -0.5021 -1.2759 2.1647  0.0822
H 1.9510 -1.2949 2.3635  0.1627
H -2.6915 0.7707 -1.2183  0.1599
H -2.2221 2.4961 -1.1422  0.0159
H -2.4634 0.0747 1.6395  0.1045
H -3.3057 2.2363 0.1055  0.1148

Computed properties:
E_tot (hartree): -465.79279
Orbital gap (hartree): 0.323
F_max (eV Å⁻¹): 4.4
Relative energy (zero: lowest compared OMol25 entry of this formula, charge and spin) (kJ/mol): 275.7
SMILES string: Cc1ccc(O)cc1.CCC
HOMO energy (Eh): -0.2963